(1)
{"formula": "C26H48F4O13S5", "method": "ωB97M-V/def2-TZVPD", "total_charge": 0, "smiles": "O=C(OCCF)OCCC(F)(F)F.O=S1(=O)CCCC1.O=S1(=O)CCCC1.O=S1(=O)CCCC1.O=S1(=O)CCCC1.O=S1(=O)CCCC1", "fmax_ev_per_a": 4.36, "elements": ["O", "C", "O", "C", "C", "F", "O", "C", "C", "C", "F", "F", "F", "H", "H", "H", "H", "H", "H", "H", "H", "C", "C", "C", "S", "O", "O", "C", "H", "H", "H", "H", "H", "H", "H", "H", "C", "C", "C", "S", "O", "O", "C", "H", "H", "H", "H", "H", "H", "H", "H", "C", "C", "C", "S", "O", "O", "C", "H", "H", "H", "H", "H", "H", "H", "H", "C", "C", "C", "S", "O", "O", "C", "H", "H", "H", "H", "H", "H", "H", "H", "C", "C", "C", "S", "O", "O", "C", "H", "H", "H", "H", "H", "H", "H", "H"], "coordinates": [[2.19, -0.86, -2.29], [1.83, 0.18, -1.96], [2.51, 0.98, -1.09], [3.76, 1.42, -1.61], [3.62, 2.63, -2.57], [4.86, 3.15, -2.81], [0.64, 0.62, -2.42], [0.23, 1.89, -1.87], [-1.20, 2.24, -2.39], [-1.62, 3.51, -1.64], [-0.59, 4.23, -1.22], [-2.27, 3.13, -0.53], [-2.39, 4.31, -2.36], [4.34, 1.77, -0.76], [4.34, 0.64, -2.12], [2.95, 3.34, -2.08], [3.12, 2.26, -3.48], [0.90, 2.66, -2.25], [0.18, 1.90, -0.78], [-1.09, 2.42, -3.46], [-1.88, 1.41, -2.19], [-0.30, -2.09, 1.18], [-0.91, -0.96, 2.02], [-1.94, -0.24, 1.14], [-2.54, -1.46, -0.03], [-2.13, -1.06, -1.36], [-3.91, -1.79, 0.28], [-1.48, -2.79, 0.51], [0.28, -2.78, 1.79], [0.36, -1.67, 0.42], [-1.40, -1.39, 2.89], [-0.14, -0.27, 2.38], [-2.78, 0.13, 1.73], [-1.49, 0.57, 0.58], [-1.19, -3.40, -0.34], [-2.04, -3.39, 1.23], [-6.69, 3.95, -2.11], [-7.27, 2.54, -1.96], [-6.76, 1.70, -3.13], [-5.18, 2.42, -3.60], [-5.30, 2.97, -4.93], [-4.11, 1.52, -3.25], [-5.21, 3.75, -2.42], [-6.83, 4.54, -1.21], [-7.18, 4.46, -2.93], [-6.93, 2.10, -1.02], [-8.36, 2.55, -1.93], [-6.61, 0.66, -2.86], [-7.42, 1.76, -3.99], [-4.74, 4.63, -2.85], [-4.66, 3.42, -1.54], [4.30, -4.28, 4.75], [3.70, -3.16, 5.59], [2.67, -2.43, 4.72], [2.07, -3.64, 3.54], [2.48, -3.24, 2.22], [0.70, -3.96, 3.84], [3.12, -4.98, 4.07], [4.88, -4.98, 5.35], [4.97, -3.86, 3.99], [3.20, -3.58, 6.46], [4.46, -2.47, 5.95], [1.84, -2.05, 5.30], [3.13, -1.61, 4.16], [3.41, -5.58, 3.22], [2.56, -5.58, 4.79], [4.87, 8.59, -3.95], [4.64, 7.59, -5.09], [4.12, 6.29, -4.46], [3.26, 6.78, -2.96], [3.97, 6.25, -1.83], [1.84, 6.57, -3.14], [3.62, 8.53, -3.09], [5.04, 9.60, -4.33], [5.74, 8.30, -3.37], [3.90, 7.99, -5.79], [5.56, 7.41, -5.65], [3.42, 5.77, -5.12], [4.93, 5.62, -4.18], [3.75, 8.95, -2.09], [2.77, 9.00, -3.58], [-2.34, -7.91, 4.50], [-2.16, -7.89, 2.98], [-0.67, -7.68, 2.69], [0.21, -8.38, 4.09], [0.89, -7.31, 4.78], [0.90, -9.57, 3.68], [-1.24, -8.83, 5.03], [-3.33, -8.26, 4.79], [-2.20, -6.90, 4.90], [-2.49, -8.84, 2.56], [-2.77, -7.10, 2.52], [-0.36, -8.19, 1.78], [-0.42, -6.62, 2.63], [-1.04, -8.70, 6.09], [-1.46, -9.87, 4.81]], "lowdin_charge": [0.207, -0.625, 0.014, -0.130, -0.194, -0.017, 0.064, -0.143, -0.015, -0.662, 0.157, 0.131, 0.153, 0.137, 0.136, 0.116, 0.134, 0.112, 0.133, 0.141, 0.098, -0.217, -0.203, -0.213, 0.666, -0.310, -0.332, -0.218, 0.057, 0.121, 0.117, 0.115, 0.103, 0.084, 0.111, 0.106, -0.217, -0.215, -0.216, 0.666, -0.314, -0.309, -0.244, 0.115, 0.119, 0.117, 0.112, 0.104, 0.103, 0.102, 0.095, -0.216, -0.213, -0.217, 0.663, -0.316, -0.330, -0.228, 0.117, 0.119, 0.118, 0.113, 0.103, 0.105, 0.115, 0.085, -0.222, -0.214, -0.222, 0.651, -0.319, -0.327, -0.232, 0.115, 0.120, 0.117, 0.114, 0.104, 0.099, 0.108, 0.108, -0.220, -0.211, -0.213, 0.667, -0.324, -0.322, -0.231, 0.115, 0.120, 0.117, 0.114, 0.104, 0.098, 0.107, 0.108]}

(2)
{"formula": "C26H48F9N3O6PS", "method": "ωB97M-V/def2-TZVPD", "total_charge": 1, "fmax_ev_per_a": 9.16, "elements": ["C", "C", "O", "O", "C", "C", "C", "C", "C", "C", "C", "S", "C", "P", "N", "N", "N", "C", "F", "F", "C", "F", "F", "C", "F", "F", "C", "F", "F", "F", "H", "H", "H", "H", "H", "H", "H", "H", "H", "H", "H", "H", "H", "H", "H", "H", "C", "C", "C", "O", "H", "H", "H", "H", "H", "H", "H", "H", "C", "C", "C", "O", "H", "H", "H", "H", "H", "H", "H", "H", "C", "C", "C", "O", "H", "H", "H", "H", "H", "H", "H", "H", "C", "C", "C", "O", "H", "H", "H", "H", "H", "H", "H", "H"], "coordinates": [[0.92, -3.06, -1.66], [0.30, -3.53, -3.11], [-0.34, -4.73, -3.14], [0.44, -2.67, -4.32], [-0.88, -2.28, -4.85], [-1.06, -0.62, -5.02], [-2.26, -0.05, -4.01], [-1.79, -0.52, -2.48], [-2.21, 0.62, -1.33], [-1.06, 1.76, -1.12], [-1.56, 2.89, 0.01], [-0.52, 4.37, 0.50], [-3.04, 2.49, 0.56], [-3.76, 3.74, 1.87], [-3.07, 3.55, 3.33], [-3.95, 1.37, 0.25], [-3.55, 0.47, -0.69], [-4.57, -0.65, -0.97], [-5.88, -0.24, -0.33], [-4.93, -0.72, -2.44], [-4.14, -2.11, -0.37], [-4.12, -3.06, -1.54], [-2.77, -2.17, 0.20], [-5.16, -2.77, 0.72], [-4.60, -4.15, 1.01], [-6.54, -3.05, 0.18], [-5.19, -2.02, 2.19], [-6.60, -1.64, 2.57], [-4.77, -3.00, 3.26], [-4.33, -0.82, 2.29], [0.74, -3.93, -0.87], [2.08, -2.85, -1.84], [0.45, -2.04, -1.26], [-0.92, -2.69, -5.97], [-1.76, -2.74, -4.20], [-0.06, -0.10, -4.64], [-1.33, -0.37, -6.13], [-2.42, 1.11, -4.10], [-3.24, -0.61, -4.37], [-2.13, -1.60, -2.21], [-0.60, -0.56, -2.55], [-0.03, 1.83, -1.69], [-1.32, 5.56, 0.57], [-5.21, 3.59, 1.90], [-3.39, 5.09, 1.43], [-2.57, 4.44, 3.60], [-4.83, 8.27, 1.81], [-3.38, 8.45, 1.37], [-3.16, 9.81, 0.75], [-3.04, 7.43, 0.43], [-5.51, 8.34, 0.95], [-4.98, 7.28, 2.25], [-5.12, 9.03, 2.54], [-2.72, 8.33, 2.24], [-3.77, 9.94, -0.15], [-2.11, 9.92, 0.43], [-3.39, 10.62, 1.45], [-3.62, 7.53, -0.34], [2.24, 0.15, 0.90], [2.52, 1.49, 0.22], [3.92, 1.99, 0.56], [1.56, 2.44, 0.65], [2.29, 0.25, 1.99], [1.23, -0.19, 0.66], [2.96, -0.61, 0.58], [2.42, 1.38, -0.86], [4.02, 2.15, 1.64], [4.10, 2.96, 0.08], [4.68, 1.28, 0.24], [1.64, 2.55, 1.61], [6.94, -2.01, -0.65], [5.54, -2.40, -0.20], [5.20, -3.83, -0.61], [4.59, -1.51, -0.78], [7.02, -2.06, -1.74], [7.16, -0.97, -0.37], [7.69, -2.66, -0.21], [5.46, -2.30, 0.89], [5.23, -3.94, -1.69], [4.19, -4.09, -0.29], [5.91, -4.54, -0.16], [4.65, -1.59, -1.75], [5.86, -6.14, 2.80], [4.55, -5.37, 2.78], [3.64, -5.79, 3.92], [3.89, -5.59, 1.54], [5.68, -7.21, 2.68], [6.50, -5.83, 1.96], [6.40, -5.97, 3.73], [4.75, -4.29, 2.85], [3.39, -6.86, 3.84], [2.70, -5.24, 3.89], [4.11, -5.62, 4.89], [3.70, -6.54, 1.46]], "lowdin_charge": [-0.010, -0.267, -0.027, -0.117, -0.177, -0.151, -0.174, -0.134, 0.005, 0.097, -0.379, 0.807, -0.240, 0.716, -0.334, 0.086, -0.007, -0.093, 0.040, 0.042, -0.093, 0.030, 0.043, -0.068, 0.034, 0.048, -0.118, 0.039, 0.041, 0.044, 0.118, 0.097, 0.073, 0.149, 0.137, 0.123, 0.122, 0.121, 0.120, 0.105, 0.112, 0.145, -0.088, 0.023, -0.010, -0.017, -0.060, -0.502, -0.058, -0.106, 0.086, 0.069, 0.089, 0.142, 0.086, 0.084, 0.088, 0.100, -0.050, -0.493, -0.046, -0.163, 0.090, 0.064, 0.061, 0.134, 0.088, 0.085, 0.078, 0.094, -0.058, -0.491, -0.062, -0.088, 0.084, 0.079, 0.085, 0.139, 0.086, 0.062, 0.077, 0.095, -0.059, -0.503, -0.064, -0.080, 0.086, 0.071, 0.084, 0.135, 0.084, 0.080, 0.083, 0.101]}

| no. | orbital gap (Eh) | DFT total energy (Ha) | highest occupied orbital energy (eV) |
| --- | --- | --- | --- |
| 1 | 0.3875 | -4387.96506 | -9.964 |
| 2 | 0.2222 | -3272.64621 | -11.590 |